Record 1
Here is C5H9B in the gas phase from the OMol25 dataset. Energies are from the ωB97M-V functional and the def2-TZVPD basis.

Structure (XYZ):
```
15
Properties=species:S:1:pos:R:3:forces:R:3
C 1.09233 -0.66376 -0.44674 -0.716 0.795 0.519
C 2.35567 0.04116 -0.86332 -0.369 -0.591 3.188
C -1.36624 -1.14013 0.53555 0.118 2.731 0.690
C -0.66719 1.52040 0.22338 -0.223 -0.450 1.705
C 2.43776 -0.46443 0.34517 -0.253 -0.501 -2.546
B -0.25301 0.02360 0.08218 -0.432 -2.267 -0.002
H -0.01249 2.29894 0.56086 1.197 0.288 -0.681
H -1.07341 -2.14644 0.32682 0.326 -0.625 0.177
H 3.10922 -0.99095 1.00602 -0.282 0.446 0.371
H -1.41293 1.64964 1.01979 -0.549 -0.460 -0.478
H -1.32088 -0.86118 1.64791 -0.157 -0.934 -1.038
H 0.88827 -1.63458 -0.91687 0.326 0.071 0.109
H 2.85079 0.66272 -1.53052 0.605 0.636 -1.390
H -1.11234 1.72457 -0.72713 -0.425 0.620 -0.719
H -2.44343 -1.02808 0.26206 0.834 0.242 0.094
```
Forces are in eV/Å.

Computed properties:
Spin multiplicity: 1
Lowest unoccupied orbital energy (eV): 0.8
F_max (eV/A): 3.264
Net charge: 0
Electronic energy (eV): -6003.9702
Gap between HOMO and LUMO (eV): 9.742

Atom charges from the Löwdin analysis, given in e for atoms 1 to 5: number 1, C, carries -0.19; number 2, C, carries -0.04; number 3, C, carries -0.05; number 4, C, carries -0.04; number 5, C, carries 0.01

---

Record 2
Here is a molecular structure, C3H2O2Zn from the OMol25 dataset. Energies are from the ωB97M-V functional and the def2-TZVPD basis.

Structure (XYZ):
```
8
Properties=species:S:1:pos:R:3:forces:R:3
Zn -2.01700 -0.37443 1.96175 -0.853 0.183 0.887
O -1.65798 -0.79317 0.13968 0.309 -0.062 -0.620
O 0.28210 -1.88732 0.53541 -0.100 2.115 -1.437
C 0.21985 0.45991 0.19986 2.926 -1.171 -3.050
C -0.37123 -0.91434 0.21384 -1.233 -1.686 2.278
C 0.91775 0.99573 -0.79419 -0.715 0.888 2.014
H 1.76154 0.44972 -1.23376 0.085 -0.096 0.475
H 0.86498 2.06389 -1.02259 -0.419 -0.170 -0.547
```
Forces are in eV/Å.

Computed properties:
Spin multiplicity: 2
Lowest unoccupied orbital energy (alpha / beta) (eV): -8.5 / -8.4
F_max (eV/A): 4.386
Net charge: +1
Electronic energy (eV): -55642.9240
Gap between HOMO and LUMO (alpha / beta) (eV): 5.060 / 8.033

Atom charges from the Löwdin analysis, given in e for atoms 1 to 5: number 1, Zn, carries 0.98; number 2, O, carries -0.16; number 3, O, carries 0.20; number 4, C, carries 0.24; number 5, C, carries -0.75

---

Record 3
Here is a molecular structure, C7H20BF2GeN2Rh from the OMol25 dataset. Energies are from the ωB97M-V functional and the def2-TZVPD basis.

Structure (XYZ):
```
34
Properties=species:S:1:pos:R:3:forces:R:3
Rh 0.43041 -0.57744 -0.85259 0.644 2.086 1.812
Ge -1.14410 -1.04146 2.03591 -0.026 0.289 -0.484
F -1.80891 -1.95965 -2.30666 -0.018 0.025 -0.422
F 0.05036 -3.22511 -2.21539 -0.021 -0.129 -0.438
N 2.61499 -0.02590 -1.55292 0.517 0.512 -0.019
N -0.36151 1.46573 -1.55265 0.129 -0.516 -0.093
C -1.64451 -2.85801 1.56326 -0.053 -0.285 -0.021
C 0.60668 2.58150 -1.54121 0.016 -0.196 0.123
C 1.91596 2.25903 -2.25542 -0.033 -0.101 -0.089
C 2.92384 1.41399 -1.47872 -0.066 -0.276 -0.054
C -1.09173 -0.90644 3.97171 0.111 0.063 0.428
C -2.58821 0.10892 1.38566 -0.244 0.180 -0.063
C 0.47685 -0.48849 1.12940 -1.233 -1.651 -2.060
B -0.52969 -2.06109 -1.91299 -0.280 -0.295 2.074
H -0.92034 0.12743 4.28577 -0.019 -0.125 0.019
H 3.21694 -0.56637 -0.94694 0.056 -0.047 0.056
H -0.29517 -1.53317 4.38257 -0.098 0.075 0.019
H 2.90524 1.69887 -0.42519 0.009 0.007 0.026
H -3.55306 -0.18822 1.81084 0.112 0.067 -0.063
H 0.16754 3.47109 -1.99207 -0.085 0.106 -0.060
H 3.92668 1.62214 -1.85264 0.137 0.101 -0.041
H -0.86778 -3.57104 1.84949 -0.071 0.041 -0.036
H 2.74682 -0.37940 -2.49136 0.077 -0.011 -0.116
H -2.04848 -1.24364 4.38364 0.134 0.046 -0.005
H 0.81830 2.81723 -0.49689 -0.041 -0.011 0.015
H -0.76744 1.33777 -2.47204 -0.041 0.109 -0.074
H -1.12613 1.63590 -0.91266 -0.075 0.021 0.059
H 1.69145 1.76796 -3.21234 0.063 0.081 0.021
H -2.64924 0.00781 0.29735 -0.024 0.029 0.087
H -2.40340 1.15781 1.64323 -0.044 -0.120 -0.041
H 1.28150 0.00277 1.68639 0.381 -0.076 -0.594
H -1.79343 -2.92573 0.48336 0.018 -0.002 0.094
H 2.39914 3.20701 -2.50118 -0.036 0.010 -0.019
H -2.57958 -3.13179 2.06328 0.103 -0.006 -0.038
```
Forces are in eV/Å.

Computed properties:
Spin multiplicity: 1
Lowest unoccupied orbital energy (alpha / beta) (eV): -0.3 / -0.3
F_max (eV/A): 2.914
Net charge: 0
Electronic energy (eV): -76197.8153
Gap between HOMO and LUMO (alpha / beta) (eV): 6.219 / 6.040

Atom charges from the Löwdin analysis, given in e for atoms 1 to 5: number 1, Rh, carries 0.68; number 2, Ge, carries 0.64; number 3, F, carries 0.11; number 4, F, carries 0.12; number 5, N, carries -0.06

---

> Which formula does entry 3 have?

C7H20BF2GeN2Rh